(1)
Density functional theory data (ωB97M-V/def2-TZVPD) for a gas-phase ion, CH3N2O2 (charge -1).

CARTESIAN COORDINATES (ANGSTROEM)
C -1.00890 0.13149 -0.00042
N 0.27200 0.77884 -0.00219
N 1.26730 -0.01986 -0.00039
O 2.40960 0.48345 0.00211
O 1.12256 -1.26614 -0.00039
H -1.14488 -0.50441 0.88627
H -1.14409 -0.51398 -0.88036
H -1.77358 0.91062 -0.00463

Its total charge is -1. The orbital gap comes out at 8.24 eV. Its multiplicity is 1. Its SMILES is CN=[N+]([O-])[O-]. The value obtained for the HOMO energy is -3.65 eV.

Mulliken population analysis, charges in e, atoms 1 to 5: -0.59, -0.70, 1.11, -0.78, -0.74

---

(2)
Density functional theory data (ωB97M-V/def2-TZVPD) for 2 unconnected molecules or ions with the total composition CH3N2O2P.

CARTESIAN COORDINATES (ANGSTROEM)
N 0.00841 0.13077 1.04065
C -0.44965 -0.91603 1.40801
N -0.73640 -2.06557 1.65753
H 0.07934 1.02243 1.46226
H -1.62786 -2.25926 1.51026
O -0.36018 2.28302 -1.22960
P 0.87925 1.57753 -1.10637
O 0.75197 0.39785 -2.32676
H 1.45513 -0.17075 -2.41598

The orbital gap comes out at 10.47 eV. Its multiplicity is 1. Its SMILES is N=C=N.O=PO. The value obtained for the HOMO energy is -10.20 eV.

Mulliken population analysis, charges in e, atoms 1 to 5: -0.39, 0.39, -0.51, 0.29, 0.25

---

(3)
Density functional theory data (ωB97M-V/def2-TZVPD) for 2 unconnected molecules or ions with the total composition CH3N2O2S.

CARTESIAN COORDINATES (ANGSTROEM)
C -1.94613 0.43363 0.07007
N -2.88778 1.11428 -0.10207
N 1.65332 -1.08296 -0.11492
O 2.52781 1.18054 0.10571
O -0.97716 -0.21472 0.04873
S 2.93978 -0.15983 0.00509
H -3.69137 1.55727 0.27229
H 0.67245 -0.73545 -0.08973
H 1.70908 -2.09275 -0.19518

Its total charge is +1. The orbital gap comes out at 7.90 eV. Its multiplicity is 1. The value obtained for the HOMO energy is -15.08 eV.

Mulliken population analysis, charges in e, atoms 1 to 5: 0.41, -0.26, -0.16, -0.25, -0.58

---

(4)
Density functional theory data (ωB97M-V/def2-TZVPD) for a molecular structure, CH3N2OS.

CARTESIAN COORDINATES (ANGSTROEM)
C -0.59475 -0.27769 0.32026
N 0.16234 1.00018 -0.15680
N -0.11995 -1.25227 -0.50746
O 0.98397 -0.90070 -1.05348
S 1.56195 0.52446 -0.86623
H -1.74320 -0.00090 0.33225
H 0.26164 1.83960 0.37644
H -0.51200 -0.93269 1.55502

Its total charge is +1. The orbital gap (alpha / beta) comes out at 8.59 / 7.06 eV. Its multiplicity is 1. The value obtained for the HOMO energy (alpha / beta) is -14.96 / -14.57 eV.

Mulliken population analysis, charges in e, atoms 1 to 5: -0.24, -0.25, 0.03, -0.02, 0.51

---

(5)
Density functional theory data (ωB97M-V/def2-TZVPD) for 2 unconnected molecules or ions with the total composition CH3N2PS.

CARTESIAN COORDINATES (ANGSTROEM)
C -2.16485 0.13912 -0.01332
N -1.00895 0.38112 0.34623
N 0.11202 0.29373 0.63885
P 3.20959 0.21667 -0.39550
S 3.46585 -1.66139 -0.23386
H -2.99495 0.25565 0.64660
H -2.42111 0.11413 -1.05430
H 1.80241 0.26097 0.06531

The orbital gap comes out at 7.25 eV. Its multiplicity is 1. The value obtained for the HOMO energy is -8.33 eV.

Mulliken population analysis, charges in e, atoms 1 to 5: -0.37, 0.46, -0.63, 0.05, -0.21

---

(6)
Density functional theory data (ωB97M-V/def2-TZVPD) for a gas-phase ion, CH3N2S (charge +1).

CARTESIAN COORDINATES (ANGSTROEM)
C 0.06385 -0.33922 -0.05804
N -0.53835 -0.66527 1.03743
N -0.00815 0.59375 -0.95593
S 0.86379 -1.66299 0.56804
H -0.55388 0.14326 1.82241
H -0.65707 1.31708 -0.80175
H 0.82981 0.61339 -1.61216

Its total charge is +1. The orbital gap comes out at 9.50 eV. Its multiplicity is 1. The value obtained for the HOMO energy is -15.10 eV.

Mulliken population analysis, charges in e, atoms 1 to 5: 0.54, -0.33, -0.29, 0.12, 0.36

---

(7)
Density functional theory data (ωB97M-V/def2-TZVPD) for 2 unconnected molecules or ions with the total composition CH3N2S.

CARTESIAN COORDINATES (ANGSTROEM)
C 0.35377 0.37002 0.01298
N -0.11699 0.79956 1.12646
N 0.35046 -0.57090 -0.86415
S 0.99246 1.93868 0.43689
H -2.27638 -0.60513 1.71896
H -0.22949 -1.39523 -0.73322
H 0.92617 -0.53700 -1.69792

Its total charge is +1. The orbital gap (alpha / beta) comes out at 6.55 / 10.36 eV. Its multiplicity is 1. The value obtained for the HOMO energy (alpha / beta) is -14.52 / -15.75 eV.

Mulliken population analysis, charges in e, atoms 1 to 5: 0.64, -0.22, -0.28, 0.26, 0.03

---

(8)
Density functional theory data (ωB97M-V/def2-TZVPD) for a gas-phase ion, CH3N2S (charge +1).

CARTESIAN COORDINATES (ANGSTROEM)
C -0.86182 0.25807 -0.12648
N -1.56881 -1.14590 -0.21910
N 0.33908 0.68173 -0.23599
S -2.49124 0.36561 0.04470
H -1.43091 -1.71804 0.61666
H 1.11714 0.04211 -0.39077
H 0.55290 1.67618 -0.18393

Its total charge is +1. The orbital gap comes out at 10.02 eV. Its multiplicity is 1. The value obtained for the HOMO energy is -15.22 eV.

Mulliken population analysis, charges in e, atoms 1 to 5: 0.48, -0.32, -0.23, 0.18, 0.30

---

(9)
Density functional theory data (ωB97M-V/def2-TZVPD) for 2 unconnected molecules or ions with the total composition CH3N3S.

CARTESIAN COORDINATES (ANGSTROEM)
C -1.93716 -0.97068 0.19891
N 0.50613 0.13799 -0.43546
N 1.51772 0.59728 -0.24176
N 2.63842 0.97508 -0.22575
S -2.51187 0.50117 -0.23529
H -2.06545 -1.33907 1.18488
H -1.37176 -1.54729 -0.48798
H 3.22397 1.64552 0.24245

The orbital gap comes out at 8.37 eV. Its multiplicity is 1. The value obtained for the HOMO energy is -8.57 eV.

Mulliken population analysis, charges in e, atoms 1 to 5: -0.31, -0.27, 0.76, -0.78, -0.19

---

(10)
Density functional theory data (ωB97M-V/def2-TZVPD) for a single CH3N5 molecule.

CARTESIAN COORDINATES (ANGSTROEM)
H 0.60375 -2.67209 -0.48736
N 0.99121 -1.74696 -0.27627
C 0.28048 -0.76621 -0.02496
N 1.06208 0.53690 0.16679
N 0.20550 1.40853 0.14984
N -1.05210 1.04966 -0.24257
N -1.07064 -0.30843 0.32529
H -1.64266 1.70354 0.19648
H -1.59628 -1.01213 -0.42089

The orbital gap comes out at 10.43 eV. Its multiplicity is 1. Its SMILES is [H]/N=c1/nn[nH][nH]1. The value obtained for the HOMO energy is -9.80 eV.

Mulliken population analysis, charges in e, atoms 1 to 5: 0.23, -0.49, 0.37, -0.18, -0.21

---

(11)
Density functional theory data (ωB97M-V/def2-TZVPD) for 2 unconnected molecules or ions with the total composition CH3N5O.

CARTESIAN COORDINATES (ANGSTROEM)
C -0.48496 1.04391 0.71296
N -0.22432 -1.34946 0.69567
N 0.10366 -1.34879 -1.32371
N -0.11453 -0.18829 1.03101
N 0.08633 -2.29804 -1.90385
N 0.12091 2.11890 0.50575
O 0.08762 -3.14485 -2.60584
H -0.06073 -0.11389 2.07752
H -0.64404 2.83398 0.30102
H 1.13007 2.44654 0.50947

Its total charge is +2. The orbital gap (alpha / beta) comes out at 8.32 / 7.05 eV. Its multiplicity is 1. The value obtained for the HOMO energy (alpha / beta) is -21.42 / -20.86 eV.

Mulliken population analysis, charges in e, atoms 1 to 5: 0.38, -0.12, -0.28, 0.33, 0.91

---

(12)
Density functional theory data (ωB97M-V/def2-TZVPD) for a molecular structure, CH3N5O2.

CARTESIAN COORDINATES (ANGSTROEM)
C 0.20719 -0.54389 -0.09908
H 2.10124 0.53369 0.79304
H 2.98690 -0.76407 0.85211
H -0.52352 2.64530 0.03059
N 2.47673 -0.09893 0.06057
N 1.36106 -0.84969 -0.14489
N -0.92320 -1.44602 -0.24120
N -1.98961 -0.63148 -0.10474
N -0.17078 0.56817 0.35391
O -1.54330 0.53433 0.45940
O 0.15741 1.72242 -0.52775

The orbital gap comes out at 8.62 eV. Its multiplicity is 1. The value obtained for the HOMO energy is -9.38 eV.

Mulliken population analysis, charges in e, atoms 1 to 5: 0.63, 0.25, 0.31, 0.41, -0.61

---

(13)
Density functional theory data (ωB97M-V/def2-TZVPD) for a single CH3NO molecule.

CARTESIAN COORDINATES (ANGSTROEM)
C -0.11073 -0.18081 -0.49485
N 0.39331 -0.07674 0.85997
O 0.79833 0.85235 -0.37460
H 0.28446 -1.23922 -0.69122
H -1.21648 -0.00635 -0.63319
H -0.14889 0.65077 1.33389

The orbital gap comes out at 11.73 eV. Its multiplicity is 1. Its SMILES is C1NO1. The value obtained for the HOMO energy is -10.67 eV.

Mulliken population analysis, charges in e, atoms 1 to 5: -0.04, -0.35, -0.32, 0.21, 0.25

---

(14)
Density functional theory data (ωB97M-V/def2-TZVPD) for 2 unconnected molecules or ions with the total composition CH3NO2P.

CARTESIAN COORDINATES (ANGSTROEM)
C -2.13366 0.24419 0.30755
N 1.00438 0.39668 -1.06615
O -2.33587 -0.22890 1.31811
O -1.96734 0.57869 -0.76447
P 1.21952 -0.03709 0.48786
H 1.51580 1.19783 -1.22231
H 2.35981 -0.95552 0.37802
H 0.33737 -1.19587 0.56140

Its total charge is -1. The orbital gap comes out at 5.29 eV. Its multiplicity is 1. The value obtained for the HOMO energy is -1.70 eV.

Mulliken population analysis, charges in e, atoms 1 to 5: 0.55, -0.61, -0.36, -0.28, -0.20

---

(15)
Density functional theory data (ωB97M-V/def2-TZVPD) for 2 unconnected molecules or ions with the total composition CH3NO2S.

CARTESIAN COORDINATES (ANGSTROEM)
C 1.17056 1.17651 -0.27055
N 1.96397 2.03667 -0.31843
O 0.32422 0.38156 -0.15736
O -1.46211 -1.84246 -0.01088
S -2.69546 -0.55882 0.72227
H 2.76225 2.21385 -0.94664
H -1.21537 -2.39600 0.78316
H -0.84806 -1.01131 0.19844

The orbital gap comes out at 8.14 eV. Its multiplicity is 1. The value obtained for the HOMO energy is -8.19 eV.

Mulliken population analysis, charges in e, atoms 1 to 5: 0.47, -0.39, -0.46, -0.49, -0.35

---

(16)
Density functional theory data (ωB97M-V/def2-TZVPD) for a single CH3NO2S molecule.

CARTESIAN COORDINATES (ANGSTROEM)
C -1.22541 0.61018 -0.45243
N 0.67912 0.12814 0.74682
O 3.17612 -1.08188 1.02713
O -0.55530 -0.34732 0.34164
S 1.90441 -1.53791 0.50312
H -0.72597 1.47741 -0.19350
H -2.31157 0.32496 -0.42530
H -0.94141 0.42640 -1.54748

The orbital gap (alpha / beta) comes out at 8.25 / 8.84 eV. Its multiplicity is 1. The value obtained for the HOMO energy (alpha / beta) is -9.40 / -9.30 eV.

Mulliken population analysis, charges in e, atoms 1 to 5: -0.49, -0.23, -0.35, -0.12, 0.43

---

(17)
Density functional theory data (ωB97M-V/def2-TZVPD) for 2 unconnected molecules or ions with the total composition CH3NO2S.

CARTESIAN COORDINATES (ANGSTROEM)
C 0.16223 -0.17691 -0.04276
N 2.78830 0.09249 -0.01371
O 1.78793 1.86438 -0.06098
O 3.97067 0.06566 0.00830
S 1.70046 -1.10272 -0.04460
H 0.15137 0.47598 -0.91302
H 0.13771 0.44489 0.85065
H -0.65557 -0.89297 -0.06246

The orbital gap (alpha / beta) comes out at 8.71 / 8.70 eV. Its multiplicity is 1. The value obtained for the HOMO energy (alpha / beta) is -9.87 / -9.87 eV.

Mulliken population analysis, charges in e, atoms 1 to 5: -0.79, 0.45, -0.47, -0.38, 0.18

---

(18)
Density functional theory data (ωB97M-V/def2-TZVPD) for a single CH3NO2S molecule.

CARTESIAN COORDINATES (ANGSTROEM)
O 1.38616 0.18343 1.31853
S 0.06145 0.36918 0.90792
O -0.87422 0.95780 1.75908
C -0.36068 -0.67404 -0.44926
N -0.04422 0.77603 -0.70822
H -1.30310 -0.78670 -0.73792
H 0.49642 -1.58554 -0.58716
H 0.63820 0.75983 -1.50297

The orbital gap comes out at 10.97 eV. Its multiplicity is 1. Its SMILES is O=S1(=O)CN1. The value obtained for the HOMO energy is -10.47 eV.

Mulliken population analysis, charges in e, atoms 1 to 5: -0.52, 0.93, -0.51, -0.35, -0.43

---

(19)
Density functional theory data (ωB97M-V/def2-TZVPD) for a molecular structure, CH3NO2S2.

CARTESIAN COORDINATES (ANGSTROEM)
C -1.53145 -0.27687 -0.95440
N 0.89559 -0.32478 0.07368
O 3.08910 0.81912 0.57540
O 1.50591 0.50752 2.45801
S -0.53942 -0.88025 0.45890
S 1.74277 0.65633 1.04196
H -2.45689 -0.84119 -0.96852
H -0.96609 -0.43971 -1.86482
H -1.73953 0.77984 -0.82021

The orbital gap (alpha / beta) comes out at 7.15 / 7.49 eV. Its multiplicity is 1. The value obtained for the HOMO energy (alpha / beta) is -9.27 / -9.40 eV.

Mulliken population analysis, charges in e, atoms 1 to 5: -0.75, -0.18, -0.44, -0.46, 0.13

---

(20)
Density functional theory data (ωB97M-V/def2-TZVPD) for a molecular structure, CH3NO2S2.

CARTESIAN COORDINATES (ANGSTROEM)
C -0.19843 0.63018 0.25396
N 1.36514 -0.34597 0.80999
O 0.05911 1.67099 -0.12700
O -1.01829 -0.28933 0.25604
S 2.53313 -0.14435 -0.31317
S -2.97472 -0.15656 -0.15317
H 0.88490 -1.27601 0.65909
H 2.26723 1.18915 -0.51841
H -2.91807 -1.27810 -0.86733

The orbital gap (alpha / beta) comes out at 7.82 / 5.24 eV. Its multiplicity is 1. The value obtained for the HOMO energy (alpha / beta) is -9.01 / -7.62 eV.

Mulliken population analysis, charges in e, atoms 1 to 5: 0.81, -0.42, -0.38, -0.48, -0.04